[1]
73
Properties=species:S:1:pos:R:3:forces:R:3 method="wB97M-V/def2-TZVPD" charge=-1 lumo_energy_ha=0.07138 total_energy_ev=-144744.55887 multiplicity=1 relative_energy_kj_mol=124.5
Zn 0.227931 0.103264 0.169972 0.169 -0.751 0.851
N 1.753732 1.779846 3.029474 -0.157 -0.052 -0.226
C 0.575225 2.258154 2.556344 -0.036 0.422 0.166
N -0.077584 1.732570 1.571152 0.001 0.153 -0.194
C -1.184457 2.467632 1.202006 0.159 0.477 0.524
C -1.395691 3.573316 1.957649 0.006 -0.084 -0.131
S -0.147324 3.735328 3.148563 -0.018 -0.246 -0.123
C -1.960907 1.941472 0.084470 -0.339 0.002 -0.383
C -2.886244 2.558369 -0.684473 0.056 -0.074 0.075
S -3.394604 1.511042 -1.963602 0.305 -0.078 0.004
C -2.252895 0.318187 -1.422575 -0.593 -0.080 0.291
N -1.660482 0.644397 -0.304066 -0.144 0.469 -0.394
N -2.107473 -0.902355 -1.992533 0.364 0.073 -0.030
H 2.046241 0.903107 2.616503 0.021 -0.043 0.178
H 1.981945 1.915624 3.999860 0.032 -0.031 0.021
H -2.186765 4.298789 1.877114 -0.039 -0.026 0.052
H -3.247942 3.570487 -0.631000 0.024 0.009 0.061
H -2.220729 -0.920234 -2.994018 -0.019 0.002 -0.022
H -1.231748 -1.346937 -1.697617 0.028 -0.042 -0.117
O 0.888822 -1.257325 -0.982688 0.497 -0.055 -0.627
C 1.972121 -1.052498 -1.804627 -0.107 -0.840 0.599
C 3.268934 -0.720518 -1.011667 -0.263 0.229 -0.502
C 4.413407 -0.088475 -1.816829 0.004 -0.265 0.082
C 5.272009 -1.082586 -2.594088 -0.118 0.089 -0.103
C 4.465743 -1.888687 -3.607033 0.033 -0.058 0.150
C 3.436074 -2.800160 -2.923655 -0.116 0.150 -0.109
N 2.125441 -2.233963 -2.642708 -0.035 0.534 -0.141
H 3.604095 -1.619161 -0.491929 -0.045 0.015 0.014
H 2.967700 -0.002534 -0.257240 -0.029 0.021 0.212
H 5.056531 0.451253 -1.116281 -0.024 0.030 -0.010
H 3.996533 0.646136 -2.503215 0.030 0.129 -0.010
H 5.750215 -1.780500 -1.897823 0.047 0.022 0.008
H 6.068221 -0.535111 -3.108314 0.035 -0.029 0.038
H 5.141934 -2.509449 -4.204055 0.018 0.028 -0.009
H 3.949225 -1.206315 -4.289610 -0.002 -0.050 -0.054
H 3.851629 -3.178922 -1.986704 0.029 -0.115 -0.055
H 3.243031 -3.670332 -3.555204 0.031 -0.028 0.035
H 1.622167 -2.055066 -3.503051 -0.040 -0.105 0.028
O -0.094328 1.676629 -2.874943 -0.390 -0.148 0.280
S 1.225383 1.514362 -2.306815 0.033 0.243 -0.857
O 1.674703 0.043835 -2.770892 0.109 0.048 0.336
O 1.215839 1.520138 -0.820800 0.310 0.373 -0.301
O 2.204262 2.421286 -2.836792 0.265 -0.039 0.126
O 2.765166 -4.409579 3.134275 -0.494 -0.498 0.425
S 3.254637 -3.698898 1.875952 0.816 0.439 -0.282
N 2.061318 -2.460465 1.470977 -0.387 0.385 -0.423
C -1.899111 -0.117068 3.076324 0.096 -0.014 0.038
C -0.633147 -0.898578 3.003265 -0.042 0.009 -0.017
N 0.120796 -1.107329 1.932204 0.084 -0.295 0.215
C 1.144732 -1.985263 2.324344 0.075 -0.043 0.382
C 1.014683 -2.234075 3.673916 0.290 0.076 -0.011
N -0.128687 -1.542368 4.070212 -0.135 0.003 -0.107
C -0.665501 -1.546047 5.393695 -0.093 -0.127 -0.256
N -0.410977 -0.300475 6.083975 -0.036 0.181 0.321
N -1.398695 0.286872 6.801680 0.202 -0.214 -0.137
N -0.918489 1.261956 7.471982 -0.317 0.211 0.152
C 0.424580 1.352381 7.219080 0.324 -0.347 -0.368
C 1.394042 2.232921 7.704361 0.074 0.011 0.000
C 2.683167 2.061401 7.249773 -0.090 0.277 0.173
C 3.018283 1.042983 6.341726 -0.126 -0.320 -0.168
C 2.075930 0.157176 5.854347 0.366 -0.048 0.007
C 0.772105 0.333721 6.315700 -0.294 0.316 0.297
H -2.167838 0.232668 2.085440 -0.067 -0.064 0.053
H -1.800938 0.739592 3.748993 -0.048 0.043 -0.049
H -2.712227 -0.741813 3.454486 -0.014 0.004 -0.012
H 1.820199 -2.333222 0.493029 -0.201 -0.241 0.026
H 1.579671 -2.888503 4.313172 -0.068 -0.121 -0.041
H -0.210186 -2.377899 5.932140 -0.009 0.042 0.009
H -1.748118 -1.670540 5.385181 0.025 0.017 0.061
H 1.134610 3.002592 8.418132 -0.007 0.043 -0.037
H 3.462525 2.729650 7.593025 -0.004 -0.021 0.030
H 4.047564 0.935131 6.024796 0.001 0.019 -0.025
H 2.336686 -0.627912 5.154356 -0.008 0.001 0.007



[2]
56
Properties=species:S:1:pos:R:3:forces:R:3 method="wB97M-V/def2-TZVPD" lumo_energy_ha=0.02029 total_energy_ev=-33411.20101 multiplicity=1 relative_energy_kj_mol=1780.9
C -1.638764 -1.794785 5.025742 -1.355 -2.833 2.439
H -1.040062 -2.838454 5.247938 -1.798 2.218 -0.264
O -0.685515 -0.829884 4.814096 2.167 1.135 -3.734
C 0.108094 -0.898268 3.590184 2.258 0.670 -1.657
C 0.174263 -2.076378 2.558547 -5.389 3.366 9.175
C 0.974851 -1.890598 1.578355 3.579 -2.237 -4.877
C 1.722778 -0.739020 1.353339 5.906 -2.474 -3.745
C 1.968425 0.188106 2.269117 -0.483 5.202 2.515
C 1.080650 0.250599 3.325618 -4.252 -3.854 2.376
H 0.901325 1.042440 4.023129 0.663 0.551 0.247
H 2.626188 1.189964 2.265561 -1.030 -2.787 -0.809
H 2.752748 -0.811788 0.602111 -3.444 -0.100 1.336
C 0.948831 -3.220344 0.524514 1.477 1.882 8.407
N -0.252205 -2.948909 0.014430 -0.390 -0.298 -3.967
C -1.211633 -3.856197 0.158101 -5.775 5.949 -5.477
O -1.307618 -4.560186 1.032999 0.654 -6.910 6.675
C -2.761978 -3.619428 -0.600471 3.556 4.907 2.648
H -3.451767 -3.424467 0.245224 0.612 -0.791 -0.130
H -2.772178 -4.575767 -0.926060 -1.150 -2.633 -2.127
C -2.759923 -2.267429 -1.393980 7.790 -3.968 -0.602
H -3.648123 -2.016108 -1.558854 -7.612 2.948 -0.526
H -2.442731 -2.436968 -2.406528 0.449 -0.396 -0.702
C -1.745603 -1.199675 -0.858103 -0.413 -2.367 -5.057
C -1.860892 0.101773 -1.820369 0.580 -14.554 -4.978
O -1.702379 -0.246286 -3.024496 -1.472 1.662 0.744
N -1.483247 1.069743 -1.252452 2.211 10.271 -6.068
C -1.335919 1.273286 -0.039470 3.777 4.185 15.918
H -0.337820 0.702837 0.616896 -2.825 1.242 -2.141
H -0.999253 2.483147 0.206582 -0.948 -3.381 -0.821
H -2.226948 1.175190 0.698257 1.191 -0.219 -1.400
C -1.232884 2.300504 -2.091322 -3.760 -1.903 -4.485
C 0.190076 2.734943 -2.244242 -6.840 3.960 2.990
C 1.119023 1.907033 -2.437744 4.795 -4.504 -2.694
C 2.392193 2.290369 -2.591271 1.966 4.967 1.982
C 2.736752 3.640667 -2.200754 1.687 1.999 1.992
C 1.807260 4.561111 -1.618976 -1.798 -5.953 -3.946
C 0.547517 3.978411 -1.858101 -3.542 7.103 3.256
H -0.561305 4.938930 -1.463091 3.123 -3.120 -1.300
H 1.987790 5.567268 -1.514422 0.365 1.928 0.825
C 4.226824 4.267562 -2.071953 -3.105 -10.612 -5.772
H 4.651334 3.321652 -1.677243 1.255 1.380 -0.242
H 4.419426 4.527453 -3.104391 1.042 -0.649 -0.474
H 4.299161 5.085836 -1.652138 0.356 7.470 5.277
H 3.142836 1.639405 -2.857510 1.556 -1.348 -0.691
H 1.000478 0.954175 -2.800932 -1.163 -2.528 -0.261
H -2.081902 2.941719 -1.796714 1.362 0.708 0.281
H -1.742673 1.910890 -3.197888 1.979 1.083 2.766
H -2.177597 -1.125983 0.033111 -0.350 1.192 4.614
C -0.234982 -1.913274 -0.937562 -3.159 4.786 -0.879
H 0.423729 -0.969691 -0.696838 -0.576 -2.493 -0.105
H -0.072731 -2.219156 -1.977863 -0.004 0.058 0.193
H 0.983860 -4.071473 1.250976 -0.671 0.528 -0.785
H 1.870245 -3.262561 0.119498 2.568 0.198 -3.076
H -0.630441 -2.794634 2.872613 1.466 -0.100 -1.292
H -2.434993 -2.042232 4.211480 1.495 0.886 1.050
H -2.222588 -1.395070 6.033322 1.421 -1.423 -2.624